--- one ---
# C3H7NO

One molecule with the formula C3H7NO (the ωB97M-V functional and the def2-TZVPD basis, OMol25).

Bonds (Å) are listed after each position.
Positions of all 12 atoms, in Å:
1 H -1.009 1.832 0.703  N2 0.990
2 N -0.266 1.190 0.576  H1 0.990, C3 1.262
3 C -0.427 0.021 0.128  N2 1.262, C4 1.511, O5 1.350
4 C -1.611 -0.570 -0.603  C3 1.511, H7 1.092, H8 1.092, H9 1.097
5 O 0.655 -0.785 0.158  C3 1.350, C6 1.430
6 C 1.872 -0.057 0.344  O5 1.430, H10 1.095, H11 1.093, H12 1.087
7 H -1.854 0.203 -1.335  C4 1.092
8 H -2.495 -0.695 0.026  C4 1.092
9 H -1.390 -1.521 -1.103  C4 1.097
10 H 1.965 0.653 -0.485  C6 1.095
11 H 1.888 0.521 1.272  C6 1.093
12 H 2.672 -0.793 0.320  C6 1.087

Values from the calculation:
gap between HOMO and LUMO = 10.9 eV
SMILES string = [H]/N=C(\C)OC
E_HOMO = -0.3605 Eh

--- two ---
# C3H7NO

A 2-piece molecular cluster, C3H7NO overall (the ωB97M-V functional and the def2-TZVPD basis, OMol25).

Bonds (Å) are listed after each position.
Positions of all 12 atoms, in Å:
1 C -1.987 -0.175 -0.247  N2 1.442, H5 1.093, H6 1.091, H7 1.095
2 N -0.844 0.268 -1.007  C1 1.442, C3 1.205
3 C 0.057 -0.305 -1.567  N2 1.205, O4 1.175
4 O 0.985 -0.763 -2.123  C3 1.175
5 H -2.127 -1.255 -0.345  C1 1.093
6 H -2.876 0.339 -0.614  C1 1.091
7 H -1.861 0.071 0.812  C1 1.095
8 C 1.737 0.363 1.020  H9 1.087, H10 1.093, H11 1.091, H12 1.091
9 H 0.872 -0.109 0.563  C8 1.087
10 H 1.884 1.343 0.558  C8 1.093
11 H 2.623 -0.254 0.865  C8 1.091
12 H 1.537 0.478 2.086  C8 1.091

Values from the calculation:
gap between HOMO and LUMO = 11.1 eV
SMILES string = CN=C=O.C
E_HOMO = -0.3817 Eh

Result of the stability comparison: two is the most stable of them.

--- one ---
# C3H7NO

A 2-piece molecular cluster, C3H7NO overall (the ωB97M-V functional and the def2-TZVPD basis, OMol25).

Bonds (Å) are listed after each position.
Positions of all 12 atoms, in Å:
1 C 1.962 -0.701 0.334  C2 1.461, O3 1.396, H4 1.084, H5 1.084
2 C 1.935 0.601 -0.329  C1 1.461, O3 1.396, H6 1.084, H7 1.084
3 O 0.763 -0.113 -0.073  C1 1.396, C2 1.396
4 H 2.269 -1.578 -0.224  C1 1.084
5 H 2.121 -0.751 1.405  C1 1.084
6 H 2.074 1.501 0.258  C2 1.084
7 H 2.222 0.674 -1.372  C2 1.084
8 C -2.645 -0.305 -0.108  N9 1.251, H10 1.084, H11 1.093
9 N -3.246 0.746 0.207  C8 1.251, H12 1.020
10 H -3.251 -1.175 -0.337  C8 1.084
11 H -1.563 -0.439 -0.176  C8 1.093
12 H -2.640 1.540 0.415  N9 1.020

Values from the calculation:
gap between HOMO and LUMO = 10.6 eV
SMILES string = C1CO1.C=N
E_HOMO = -0.3537 Eh

--- two ---
# C3H7NO

One molecule with the formula C3H7NO (the ωB97M-V functional and the def2-TZVPD basis, OMol25).

Bonds (Å) are listed after each position.
Positions of all 12 atoms, in Å:
1 C 1.532 0.716 0.812  N2 1.403, H6 1.101, H7 1.088, H8 1.096
2 N 0.460 0.131 0.122  C1 1.403, C3 1.242
3 C 0.184 -1.077 0.028  N2 1.242, O4 1.365, H9 1.108
4 O -1.020 -1.341 -0.558  C3 1.365, C5 1.467
5 C -1.709 -0.087 -0.882  O4 1.467, H10 1.100, H11 1.099, H12 1.088
6 H 2.330 0.083 1.228  C1 1.101
7 H 1.925 1.390 0.052  C1 1.088
8 H 1.061 1.244 1.649  C1 1.096
9 H 0.928 -1.775 0.461  C3 1.108
10 H -1.867 0.559 -0.005  C5 1.100
11 H -1.153 0.526 -1.605  C5 1.099
12 H -2.672 -0.370 -1.301  C5 1.088

Values from the calculation:
gap between HOMO and LUMO = 10.5 eV
SMILES string = C/N=C/OC
E_HOMO = -0.3453 Eh

--- three ---
# C3H7NO

A 2-piece molecular cluster, C3H7NO overall (the ωB97M-V functional and the def2-TZVPD basis, OMol25).

Bonds (Å) are listed after each position.
Positions of all 12 atoms, in Å:
1 C 1.729 0.787 1.553  C2 1.357, H4 1.078, H5 1.080
2 C 0.524 0.196 1.352  C1 1.357, N3 1.378, H6 1.087
3 N -0.688 0.810 1.126  C2 1.378, H7 1.006, H8 0.998
4 H 1.897 1.652 2.175  C1 1.078
5 H 2.509 0.295 0.990  C1 1.080
6 H 0.613 -0.859 1.106  C2 1.087
7 H -0.754 1.703 1.583  N3 1.006
8 H -1.343 0.582 0.408  N3 0.998
9 C -1.131 -1.269 -2.566  O10 1.197, H11 1.101, H12 1.106
10 O -0.394 -1.116 -1.636  C9 1.197
11 H -0.896 -0.926 -3.586  C9 1.101
12 H -2.066 -1.857 -2.505  C9 1.106

Values from the calculation:
gap between HOMO and LUMO = 8.0 eV
SMILES string = C=CN.C=O
E_HOMO = -0.2730 Eh

--- four ---
# C3H7NO

One molecule with the formula C3H7NO (the ωB97M-V functional and the def2-TZVPD basis, OMol25).

Bonds (Å) are listed after each position.
Positions of all 12 atoms, in Å:
1 N -1.052 -0.897 -1.401  C2 1.520, H6 1.081, H7 1.124
2 C -0.412 -0.645 -0.045  N1 1.520, C3 1.541, H8 1.080, H9 1.210
3 C 0.266 0.738 -0.112  C2 1.541, C4 1.511, O5 1.459, H10 1.100
4 C 1.319 0.763 0.972  C3 1.511, O5 1.346, H11 1.090, H12 1.147
5 O 1.710 0.702 -0.315  C3 1.459, C4 1.346
6 H -1.608 0.006 -1.615  N1 1.081
7 H -1.802 -1.729 -1.309  N1 1.124
8 H 0.258 -1.455 0.202  C2 1.080
9 H -1.211 -0.726 0.860  C2 1.210
10 H -0.321 1.629 -0.377  C3 1.100
11 H 1.555 1.726 1.426  C4 1.090
12 H 1.297 -0.111 1.714  C4 1.147

Values from the calculation:
gap between HOMO and LUMO = 10.5 eV
SMILES string = NC[C@H]1CO1
E_HOMO = -0.3488 Eh

Result of the stability comparison: two is the most stable of them.